{"formula": "C4H6O2", "method": "ωB97M-V/def2-TZVPD", "elements": ["C", "C", "H", "H", "O", "H", "C", "O", "C", "H", "H", "H"], "coordinates": [[-0.381, -1.045, -2.137], [0.256, 0.198, 1.546], [0.812, -0.676, 1.875], [-0.138, 0.819, 2.345], [-1.137, -0.429, -2.748], [-1.502, 0.564, 0.242], [0.701, 0.860, 0.264], [-0.579, -1.219, -0.312], [-0.555, 0.027, 0.302], [0.613, 1.938, 0.175], [0.333, -1.478, -1.326], [1.577, 0.440, -0.226]], "e_tot_ev": -8336.1431, "spin_multiplicity": 1}

{"formula": "C4H6O2", "method": "ωB97M-V/def2-TZVPD", "elements": ["C", "H", "H", "C", "C", "H", "H", "O", "H", "C", "H", "O"], "coordinates": [[1.400, 0.081, -0.882], [1.837, -0.720, -1.512], [1.169, 0.465, 1.200], [-1.469, 0.532, -0.130], [-0.596, -0.549, 0.480], [-1.607, 1.337, 0.601], [-1.036, 0.992, -1.022], [1.249, 1.198, -1.315], [-2.443, 0.098, -0.362], [0.930, -0.336, 0.490], [1.412, -1.262, 0.819], [-1.065, -1.550, 0.971]], "e_tot_ev": -8339.6242, "smiles": "CC(=O)CC=O", "spin_multiplicity": 1}

{"formula": "C4H6O2", "method": "ωB97M-V/def2-TZVPD", "elements": ["H", "H", "C", "C", "H", "H", "C", "C", "H", "O", "H", "O"], "coordinates": [[-2.476, -1.032, 1.152], [2.104, 0.972, 1.313], [-0.588, -0.307, 0.254], [-2.028, -0.728, 0.147], [2.081, 1.583, -0.728], [-2.482, 1.351, 0.245], [0.525, 0.260, 0.171], [1.943, 0.643, 0.157], [2.623, -0.849, -1.127], [2.846, -0.519, -0.187], [-2.147, -1.602, -0.623], [-2.697, 0.565, -0.389]], "e_tot_ev": -8335.9132, "smiles": "OCC#CCO", "spin_multiplicity": 1}

{"formula": "C4H6O2", "method": "ωB97M-V/def2-TZVPD", "elements": ["H", "H", "C", "C", "H", "H", "O", "H", "H", "O", "C", "C"], "coordinates": [[-0.980, 1.202, -0.477], [-0.372, 2.858, 2.895], [0.004, -1.171, -0.676], [-0.159, 1.114, 0.197], [-1.407, -2.361, -1.409], [0.788, 1.729, 0.096], [0.115, 2.597, 2.060], [0.242, -2.361, -2.404], [0.498, -0.665, 1.193], [-0.543, 1.508, 1.496], [-0.411, -2.010, -1.568], [0.221, -0.297, 0.248]], "e_tot_ev": -8334.6230, "smiles": "C=C=CCOO", "spin_multiplicity": 1}

{"formula": "C4H6O2", "method": "ωB97M-V/def2-TZVPD", "elements": ["C", "C", "H", "H", "C", "H", "H", "O", "O", "H", "C", "H"], "coordinates": [[-0.989, -0.522, 0.609], [1.334, -0.811, -0.263], [3.304, 1.548, 0.432], [-2.881, -0.566, -0.373], [-2.070, 0.137, -0.191], [2.034, -1.293, -0.919], [-2.487, 0.970, 0.370], [2.908, 1.152, -0.355], [1.658, 0.670, 0.123], [-1.236, -0.763, 1.633], [0.119, -1.010, 0.080], [-1.693, 0.487, -1.148]], "e_tot_ev": -8334.5618, "smiles": "CC=C=COO", "spin_multiplicity": 1}

{"formula": "C4H6O2", "method": "ωB97M-V/def2-TZVPD", "elements": ["H", "O", "H", "H", "C", "H", "C", "H", "H", "C", "C", "O"], "coordinates": [[1.989, 0.700, -0.554], [0.530, 1.623, 0.585], [-0.414, -2.198, -0.616], [-0.156, 0.329, -1.416], [0.033, -0.293, -0.541], [-1.120, -0.350, 1.399], [-0.786, 1.575, 0.664], [-2.104, -0.094, -0.067], [1.678, -0.169, 0.976], [-1.126, 0.101, 0.386], [1.211, 0.387, 0.144], [0.265, -1.613, -0.962]], "e_tot_ev": -8336.9857, "spin_multiplicity": 1}

{"formula": "C4H6O2", "method": "ωB97M-V/def2-TZVPD", "elements": ["C", "H", "O", "O", "H", "H", "H", "C", "H", "C", "C", "H"], "coordinates": [[-0.954, -0.278, -0.217], [0.457, 1.087, -1.248], [2.354, 0.292, 1.238], [-1.512, 0.761, 0.530], [0.740, -1.686, 0.109], [0.279, -0.540, -2.074], [-2.011, 1.321, -0.077], [1.154, 0.144, 1.219], [0.523, 0.577, 2.015], [0.162, 0.044, -1.166], [0.447, -0.639, 0.151], [-1.638, -1.085, -0.480]], "e_tot_ev": -8338.6187, "smiles": "O=C[C@@H]1C[C@@H]1O", "spin_multiplicity": 1}

{"formula": "C4H6O2", "method": "ωB97M-V/def2-TZVPD", "elements": ["O", "H", "H", "H", "C", "C", "C", "H", "C", "H", "O", "H"], "coordinates": [[-0.730, -2.408, -1.330], [-0.560, 2.043, 0.452], [1.017, 1.614, 1.092], [0.265, -0.810, 1.290], [0.096, -1.557, -1.543], [0.265, -0.251, -0.762], [-0.250, -0.088, 0.640], [-0.413, 1.483, 2.134], [-0.043, 1.344, 1.116], [0.821, -1.601, -2.379], [0.836, 0.629, -1.369], [-1.303, -0.397, 0.658]], "e_tot_ev": -8339.4918, "smiles": "CCC(=O)C=O", "spin_multiplicity": 1}

{"formula": "C4H6O2", "method": "ωB97M-V/def2-TZVPD", "elements": ["H", "H", "C", "H", "C", "O", "C", "C", "O", "H", "H", "H"], "coordinates": [[0.160, 1.541, -1.310], [-0.250, 1.707, 0.389], [0.077, 0.972, -0.371], [2.013, 1.002, 0.591], [-0.660, -1.080, 0.732], [0.573, -0.948, 1.245], [-0.903, -0.177, -0.479], [1.348, 0.289, 0.073], [-1.492, -1.807, 1.213], [-1.948, 0.122, -0.480], [1.491, -0.868, 0.087], [-0.691, -0.734, -1.400]], "e_tot_ev": -8337.4711, "spin_multiplicity": 1}

{"formula": "C4H6O2", "method": "ωB97M-V/def2-TZVPD", "elements": ["C", "C", "C", "H", "H", "H", "C", "H", "H", "O", "H", "O"], "coordinates": [[1.971, -0.121, 0.114], [0.534, -0.500, -0.120], [-0.544, 0.602, 0.010], [2.244, -0.421, 1.133], [2.602, -0.683, -0.579], [2.126, 0.954, 0.017], [-1.964, 0.113, -0.066], [-2.652, 0.959, -0.055], [-2.095, -0.485, -0.972], [0.176, -1.623, -0.398], [-2.177, -0.556, 0.775], [-0.221, 1.762, 0.142]], "e_tot_ev": -8339.8845, "smiles": "CC(=O)C(C)=O", "spin_multiplicity": 1}

{"formula": "C4H6O2", "method": "ωB97M-V/def2-TZVPD", "elements": ["H", "C", "H", "C", "H", "H", "O", "C", "C", "O", "H", "H"], "coordinates": [[-1.620, 1.578, -0.250], [-0.253, -1.159, -0.237], [2.372, 0.116, 1.174], [2.124, 0.083, 0.120], [-0.335, 1.384, 0.504], [2.918, 0.078, -0.607], [-1.295, 1.407, 0.639], [-1.559, -1.295, -0.286], [0.852, -0.491, -0.206], [1.037, 0.917, -0.258], [-2.098, -1.343, -1.228], [-2.143, -1.274, 0.634]], "e_tot_ev": -8335.9880, "smiles": "C=C=C1CO1.O", "spin_multiplicity": 1}

{"formula": "C4H6O2", "method": "ωB97M-V/def2-TZVPD", "elements": ["H", "H", "O", "C", "H", "H", "H", "O", "C", "H", "C", "C"], "coordinates": [[-2.601, 0.787, -0.609], [-1.954, -0.871, -0.862], [0.203, -1.542, 0.784], [0.537, -0.472, 0.325], [-2.307, -0.325, 0.766], [2.647, -0.751, 0.558], [2.138, -0.016, -0.989], [-0.243, 1.707, -0.245], [1.958, -0.044, 0.093], [2.117, 0.971, 0.465], [-1.946, 0.009, -0.211], [-0.550, 0.547, -0.075]], "e_tot_ev": -8339.9005, "smiles": "CC(=O)C(C)=O", "spin_multiplicity": 1}

- Which formula does entry 5 have?
  C4H6O2